(1)
{"formula": "C3GdO2", "method": "the ωB97M-V functional and the def2-TZVPD basis", "charge": 1, "e_homo_ev": [-12.83, -13.25], "e_above_lowest_kcal_mol": 0.0, "gap_ev": [6.937, 7.257], "multiplicity": 8, "s2": 16.792, "species": ["O", "Gd", "O", "C", "C", "C"], "positions_angstrom": [[-0.59, -1.91, 0.36], [0.34, -0.61, -1.94], [1.19, 1.04, -0.79], [-1.09, -1.20, 1.12], [-0.45, 1.19, 0.99], [0.59, 1.49, 0.27]], "mulliken_charge": [-0.2031, 1.3526, -0.6330, 0.3370, -0.6345, 0.7810]}

(2)
{"formula": "C3H10AlBrO2P", "method": "the ωB97M-V functional and the def2-TZVPD basis", "charge": -1, "e_homo_ev": -3.77, "gap_ev": 7.274, "species": ["O", "C", "C", "Br", "H", "H", "H", "Al", "H", "H", "H", "O", "H", "C", "H", "P", "H", "H"], "positions_angstrom": [[-1.40, -0.99, 0.94], [2.89, -0.08, -0.19], [-2.51, -1.42, 1.68], [0.25, -1.76, -2.14], [-2.68, 0.16, -0.23], [3.62, 0.02, 0.62], [-2.75, -0.73, 2.50], [-0.25, 0.43, -1.27], [-1.60, 1.07, 0.84], [-2.27, -2.40, 2.10], [-0.75, 1.40, -2.45], [2.36, 2.31, -1.35], [-3.39, -1.51, 1.04], [-1.65, 0.20, 0.17], [3.42, -0.07, -1.14], [1.67, 1.31, -0.15], [2.36, -1.03, -0.10], [2.67, 3.09, -0.89]], "mulliken_charge": [-0.1946, -0.9078, -0.7228, -0.4970, 0.3645, 0.3191, 0.2675, 0.1991, 0.2337, 0.2074, -0.2475, -0.5494, 0.2958, -0.6542, 0.2380, 0.1019, 0.2487, 0.2976]}

(3)
{"formula": "C3H10BFIO4P", "method": "the ωB97M-V functional and the def2-TZVPD basis", "charge": 0, "e_homo_ev": -9.84, "e_above_lowest_kcal_mol": 19.0, "gap_ev": 9.885, "smiles": "COP(=O)(OC)OC.FBI", "species": ["B", "O", "H", "I", "P", "H", "C", "H", "C", "H", "C", "H", "H", "F", "O", "O", "H", "H", "O", "H", "H"], "positions_angstrom": [[4.92, 3.81, -0.16], [-2.32, 0.31, 1.28], [-2.29, -0.71, -2.87], [2.69, 3.48, -0.16], [-1.23, -0.02, 0.15], [1.44, -0.59, -0.31], [-2.74, -0.73, 2.14], [-1.39, -2.18, -2.41], [0.94, -1.43, 0.18], [0.65, -2.17, -0.57], [-1.54, -1.12, -2.18], [-1.99, -0.87, 2.93], [-2.88, -1.66, 1.59], [5.88, 2.69, -0.16], [-2.01, -1.00, -0.86], [-0.62, 1.19, -0.50], [5.31, 4.93, -0.16], [1.64, -1.90, 0.87], [-0.19, -0.99, 0.90], [-3.69, -0.44, 2.61], [-0.59, -0.60, -2.33]], "mulliken_charge": [0.2902, -0.3487, 0.2627, 0.0436, 1.0532, 0.3260, -0.5742, 0.2622, -0.6409, 0.2639, -0.6972, 0.2319, 0.2938, -0.3362, -0.3342, -0.6571, -0.0047, 0.2475, -0.2706, 0.2418, 0.3469]}

(4)
{"formula": "C3H10BNO2", "method": "the ωB97M-V functional and the def2-TZVPD basis", "charge": 0, "e_homo_ev": -9.32, "e_above_lowest_kcal_mol": 29.1, "gap_ev": 9.946, "smiles": "COCNB(C)O", "species": ["H", "O", "H", "H", "H", "H", "C", "H", "B", "H", "H", "C", "N", "C", "O", "H", "H"], "positions_angstrom": [[1.08, -1.09, -3.25], [0.45, 0.10, -1.76], [0.76, 0.73, -3.55], [-0.49, -0.35, -3.73], [-1.53, 1.84, 1.86], [-1.93, 0.20, 2.67], [0.50, -0.20, -3.11], [1.31, 0.60, 2.83], [-0.17, 0.23, 1.54], [-0.66, 1.53, 3.25], [1.09, -1.42, -0.24], [0.25, -0.91, -0.79], [-0.55, -0.23, 0.24], [-1.19, 1.05, 2.46], [1.15, 0.22, 1.96], [-1.48, 0.21, -0.06], [-0.26, -1.70, -1.39]], "mulliken_charge": [0.3332, -0.3600, 0.2708, 0.2504, 0.3248, 0.2481, -0.7115, 0.3213, 0.4601, 0.3033, 0.2706, -0.2924, -0.3133, -0.9723, -0.6286, 0.1750, 0.3205]}

(5)
{"formula": "C3H10BrClGaNP", "method": "the ωB97M-V functional and the def2-TZVPD basis", "charge": -1, "e_homo_ev": -4.24, "e_above_lowest_kcal_mol": 2.1, "gap_ev": 7.445, "species": ["H", "H", "C", "Ga", "Br", "H", "H", "N", "H", "C", "C", "Cl", "H", "H", "H", "H", "P", "H"], "positions_angstrom": [[-1.53, -0.76, -0.58], [-2.04, 2.27, 1.31], [-0.91, 1.29, -0.28], [0.93, -0.92, -1.27], [-1.69, 0.20, -2.82], [-1.64, 0.58, 1.62], [-1.13, 2.11, -0.96], [1.39, -2.12, 1.78], [3.37, -0.92, 0.74], [-1.94, 1.29, 0.85], [-0.88, -0.03, -1.05], [2.21, 0.24, -2.72], [2.14, -2.69, 2.16], [0.78, -2.40, -1.80], [0.07, 1.48, 0.15], [-2.91, 0.98, 0.48], [1.97, -0.94, 0.87], [1.80, 0.33, 1.50]], "mulliken_charge": [0.4616, 0.3684, -0.3973, 0.3277, -0.2600, 0.3196, 0.4047, -0.7248, 0.0328, -1.2787, -0.4022, -0.4867, 0.1644, -0.2427, 0.2010, 0.3253, 0.1558, 0.0310]}

(6)
{"formula": "C3H10BrFeO3", "method": "the ωB97M-V functional and the def2-TZVPD basis", "charge": 0, "e_homo_ev": [-8.74, -9.76], "gap_ev": [8.406, 7.431], "multiplicity": 6, "s2": 8.754, "species": ["C", "H", "O", "H", "H", "H", "H", "H", "Br", "H", "H", "C", "H", "Fe", "O", "O", "H", "C"], "positions_angstrom": [[24.39, 30.20, -13.09], [24.04, 29.52, -13.87], [26.15, 27.04, -18.71], [27.40, 26.13, -16.57], [25.45, 27.22, -18.08], [26.65, 27.67, -14.94], [25.05, 30.97, -13.50], [27.08, 28.72, -18.19], [28.09, 29.23, -13.27], [28.47, 27.48, -16.27], [23.51, 30.68, -12.66], [27.48, 27.22, -16.62], [28.23, 27.40, -18.57], [29.75, 30.91, -12.23], [26.36, 27.63, -15.86], [25.02, 29.51, -12.05], [25.89, 29.34, -12.42], [27.25, 27.65, -18.16]], "mulliken_charge": [-0.4971, 0.2279, -0.5170, 0.2766, 0.3360, 0.1739, 0.2557, 0.2922, -0.3646, 0.3674, 0.2406, -0.3602, 0.3287, 0.3471, -0.4181, -0.4258, 0.2028, -0.4660]}

(7)
{"formula": "C3H10Cl3MgN2O2", "method": "the ωB97M-V functional and the def2-TZVPD basis", "charge": -1, "e_homo_ev": -0.76, "e_above_lowest_kcal_mol": 31.1, "gap_ev": 3.446, "species": ["O", "Cl", "Mg", "Cl", "C", "H", "H", "O", "H", "H", "H", "C", "C", "H", "N", "H", "H", "N", "H", "H", "Cl"], "positions_angstrom": [[-0.88, 0.73, 0.86], [-3.25, -1.28, 0.99], [0.00, 1.30, -0.81], [-1.87, -0.42, 3.39], [-1.65, 0.60, -1.65], [0.84, -0.13, -2.78], [-1.70, 0.86, -2.71], [0.34, -1.15, 0.53], [-1.63, -0.47, -1.43], [1.56, -0.08, 0.74], [-2.54, 1.02, -1.17], [-0.69, -0.53, 1.04], [-1.76, -1.32, 1.90], [3.25, 0.77, 0.66], [2.25, 0.78, 1.01], [1.96, 1.63, 0.36], [1.00, -0.68, -1.15], [1.33, 0.05, -1.87], [2.34, 0.06, -2.04], [2.24, 1.16, 1.99], [-1.14, -2.91, 2.14]], "mulliken_charge": [0.3303, -0.0760, -0.4569, -0.1120, -1.8257, 0.2114, 0.4444, -0.4131, 0.3624, 0.0048, 0.3168, 0.7192, 0.4453, 0.9583, -2.3858, -0.2821, 0.5931, -0.8408, 0.2575, 0.8619, -0.1129]}

(8)
{"formula": "C3H10N", "method": "the ωB97M-V functional and the def2-TZVPD basis", "charge": 1, "e_homo_ev": -14.94, "e_above_lowest_kcal_mol": 57.9, "gap_ev": 8.778, "species": ["H", "H", "H", "H", "H", "N", "H", "C", "H", "H", "C", "H", "H", "C"], "positions_angstrom": [[2.69, 1.76, 0.01], [1.22, 2.63, -1.87], [1.08, 1.92, 0.61], [1.51, -0.11, -2.50], [0.22, 1.10, -3.19], [1.15, 1.70, -1.49], [-2.85, -1.74, 1.43], [0.96, 0.83, -2.39], [-1.94, -3.27, 1.84], [-1.51, -1.71, 2.59], [-2.33, -2.34, 2.21], [-3.17, -2.44, 2.94], [1.34, 0.27, -0.02], [1.63, 1.38, -0.18]], "mulliken_charge": [0.2849, 0.2987, 0.3044, 0.3288, 0.2749, -0.0106, 0.2203, -0.1392, 0.2336, 0.2067, -0.8977, 0.2378, 0.3188, -0.6612]}